No. 1
Molecular formula: C13H14N4O4S2
Method: DFT, ωB97M-V/def2-TZVPD

Results
- SMILES = COCCn1c(N)c(C(=S)NC(=O)c2cccs2)c(=O)[nH]c1=O
- HOMO (eV) = -8.540
- M (u) = 354.4

Element x y z (Å)
C (-5.849, -1.002, -1.208)
H (-6.816, -1.436, -1.452)
O (-6.099, -0.023, -0.221)
C (-4.976, 0.710, 0.176)
C (-4.009, -0.086, 1.089)
N (-2.701, -0.304, 0.491)
C (-1.792, 0.717, 0.395)
N (-2.159, 1.929, 0.810)
H (-3.057, 2.109, 1.216)
H (-1.485, 2.685, 0.669)
C (-0.505, 0.479, -0.100)
C (0.534, 1.473, -0.115)
N (1.826, 1.030, -0.058)
C (2.263, -0.103, 0.621)
O (1.554, -0.725, 1.380)
C (3.660, -0.442, 0.381)
C (4.323, -1.503, 0.945)
C (5.651, -1.616, 0.504)
C (5.987, -0.646, -0.391)
S (4.690, 0.421, -0.716)
H (6.927, -0.495, -0.885)
H (6.330, -2.382, 0.832)
H (3.850, -2.164, 1.647)
H (2.528, 1.682, -0.390)
S (0.318, 3.115, -0.245)
C (-0.195, -0.813, -0.686)
O (0.799, -1.116, -1.311)
N (-1.215, -1.750, -0.551)
C (-2.425, -1.597, 0.047)
O (-3.224, -2.497, 0.159)
H (-1.010, -2.677, -0.909)
H (-3.887, 0.395, 2.062)
H (-4.437, -1.078, 1.259)
H (-4.427, 1.075, -0.708)
H (-5.386, 1.569, 0.715)
H (-5.181, -1.790, -0.848)
H (-5.416, -0.546, -2.107)

So, what does the Mulliken scheme give us? The charges, in e, come out as: C -0.64; H 0.25; O -0.43; C -0.17; C -1.71; N 0.21; C 1.17; N -0.11; H 0.20; H -0.04; C 0.07; C -0.76; N 0.06; C 0.47; O -0.60; C 0.19; C -0.51; C -0.48; C -0.36; S -0.19; H 0.44; H 0.41; H 0.47; H 0.39; S -0.52; C 0.47; O -0.69; N -0.03; C 0.42; O -0.65; H 0.27; H 0.50; H 0.65; H 0.39; H 0.30; H 0.26; H 0.29

---

No. 2
Molecular formula: C22H27NO2S
Method: DFT, ωB97M-V/def2-TZVPD

Results
- energy relative to the best compared isomer or geometry (same formula, charge and spin) (kcal per mole) = 3.4
- SMILES = COCCSc1ccccc1C(=O)N1CCC(Cc2ccccc2)CC1
- HOMO (eV) = -8.616
- M (u) = 369.5

Element x y z (Å)
C (2.470, 4.140, -1.052)
H (2.912, 4.491, -0.110)
O (1.104, 4.488, -1.120)
C (0.311, 3.889, -0.127)
C (-0.066, 2.452, -0.482)
H (0.812, 1.884, -0.783)
H (-0.802, 2.427, -1.284)
S (-0.853, 1.600, 0.921)
C (0.459, 1.666, 2.137)
C (0.260, 2.441, 3.271)
C (1.249, 2.532, 4.233)
C (2.446, 1.856, 4.060)
C (2.641, 1.072, 2.937)
C (1.643, 0.951, 1.977)
C (1.901, 0.119, 0.753)
O (2.457, 0.598, -0.224)
N (1.518, -1.166, 0.819)
C (0.786, -1.760, 1.912)
H (1.218, -2.750, 2.091)
C (-0.705, -1.886, 1.551)
C (-0.873, -1.937, 0.028)
C (0.272, -2.752, -0.572)
C (1.593, -1.999, -0.367)
H (2.431, -2.699, -0.271)
H (1.799, -1.333, -1.208)
H (0.107, -2.911, -1.638)
H (0.309, -3.731, -0.088)
H (-0.805, -0.917, -0.362)
C (-2.248, -2.498, -0.357)
C (-2.524, -2.291, -1.819)
C (-2.806, -1.016, -2.296)
C (-3.028, -0.801, -3.643)
C (-2.971, -1.859, -4.535)
C (-2.693, -3.132, -4.070)
C (-2.469, -3.345, -2.720)
H (-2.254, -4.343, -2.363)
H (-2.649, -3.963, -4.759)
H (-3.144, -1.692, -5.588)
H (-3.247, 0.195, -4.001)
H (-2.856, -0.190, -1.601)
H (-3.007, -1.977, 0.232)
H (-2.292, -3.561, -0.110)
H (-1.260, -1.033, 1.943)
H (-1.109, -2.793, 2.004)
H (0.919, -1.163, 2.815)
H (3.569, 0.536, 2.797)
H (3.227, 1.936, 4.801)
H (1.089, 3.139, 5.111)
H (-0.673, 2.971, 3.384)
H (0.837, 3.907, 0.840)
H (-0.592, 4.502, -0.045)
H (2.952, 4.643, -1.888)
H (2.633, 3.062, -1.134)

So, what does the Mulliken scheme give us? The charges, in e, come out as: C -0.56; H 0.26; O -0.40; C -0.40; C -0.26; H -0.05; H 0.65; S -0.17; C 0.57; C -0.47; C -0.54; C -0.71; C 0.02; C -0.11; C -0.11; O -0.71; N 0.21; C -0.97; H 0.42; C -0.90; C 1.53; C -0.82; C -0.97; H 0.24; H 0.47; H 0.44; H 0.31; H -0.46; C -1.34; C 0.24; C -0.14; C -0.71; C -0.41; C -0.61; C -0.36; H 0.38; H 0.38; H 0.38; H 0.40; H 0.43; H 0.41; H 0.48; H 0.33; H 0.40; H 0.43; H 0.49; H 0.41; H 0.40; H 0.46; H 0.30; H 0.26; H 0.28; H 0.20

---

No. 3
Molecular formula: C3H11N3S
Method: DFT, ωB97M-V/def2-TZVPD

Results
- energy relative to the best compared isomer or geometry (same formula, charge and spin) (kcal per mole) = 119.3
- SMILES = CC(C)S(=N)(=N)N
- HOMO (eV) = -8.272
- M (u) = 121.2

Element x y z (Å)
C (-1.346, -0.919, 0.614)
C (-0.822, 1.539, 0.168)
C (-0.408, 0.246, 0.830)
N (1.600, -1.707, 0.391)
N (2.649, 1.309, 0.465)
N (0.764, -0.340, -1.517)
S (1.222, -0.254, 0.101)
H (-1.589, -1.007, -0.443)
H (-0.868, -1.843, 0.938)
H (-2.267, -0.784, 1.182)
H (-1.708, 1.953, 0.648)
H (-1.045, 1.361, -0.884)
H (-0.008, 2.257, 0.242)
H (-0.187, 0.397, 1.887)
H (2.077, -1.843, 1.267)
H (3.449, 0.703, 0.653)
H (1.109, -1.218, -1.887)
H (1.139, 0.450, -2.029)

So, what does the Mulliken scheme give us? The charges, in e, come out as: C -1.47; C -1.54; C 0.54; N -0.71; N -0.51; N -0.55; S 0.56; H 0.35; H 0.44; H 0.42; H 0.40; H 0.37; H 0.40; H 0.36; H 0.23; H 0.16; H 0.29; H 0.27

---

What did the second record say?
Molecular formula: C22H27NO2S
Method: DFT, ωB97M-V/def2-TZVPD

Results
- energy relative to the best compared isomer or geometry (same formula, charge and spin) (kcal per mole) = 3.4
- SMILES = COCCSc1ccccc1C(=O)N1CCC(Cc2ccccc2)CC1
- HOMO (eV) = -8.616
- M (u) = 369.5

Element x y z (Å)
C (2.470, 4.140, -1.052)
H (2.912, 4.491, -0.110)
O (1.104, 4.488, -1.120)
C (0.311, 3.889, -0.127)
C (-0.066, 2.452, -0.482)
H (0.812, 1.884, -0.783)
H (-0.802, 2.427, -1.284)
S (-0.853, 1.600, 0.921)
C (0.459, 1.666, 2.137)
C (0.260, 2.441, 3.271)
C (1.249, 2.532, 4.233)
C (2.446, 1.856, 4.060)
C (2.641, 1.072, 2.937)
C (1.643, 0.951, 1.977)
C (1.901, 0.119, 0.753)
O (2.457, 0.598, -0.224)
N (1.518, -1.166, 0.819)
C (0.786, -1.760, 1.912)
H (1.218, -2.750, 2.091)
C (-0.705, -1.886, 1.551)
C (-0.873, -1.937, 0.028)
C (0.272, -2.752, -0.572)
C (1.593, -1.999, -0.367)
H (2.431, -2.699, -0.271)
H (1.799, -1.333, -1.208)
H (0.107, -2.911, -1.638)
H (0.309, -3.731, -0.088)
H (-0.805, -0.917, -0.362)
C (-2.248, -2.498, -0.357)
C (-2.524, -2.291, -1.819)
C (-2.806, -1.016, -2.296)
C (-3.028, -0.801, -3.643)
C (-2.971, -1.859, -4.535)
C (-2.693, -3.132, -4.070)
C (-2.469, -3.345, -2.720)
H (-2.254, -4.343, -2.363)
H (-2.649, -3.963, -4.759)
H (-3.144, -1.692, -5.588)
H (-3.247, 0.195, -4.001)
H (-2.856, -0.190, -1.601)
H (-3.007, -1.977, 0.232)
H (-2.292, -3.561, -0.110)
H (-1.260, -1.033, 1.943)
H (-1.109, -2.793, 2.004)
H (0.919, -1.163, 2.815)
H (3.569, 0.536, 2.797)
H (3.227, 1.936, 4.801)
H (1.089, 3.139, 5.111)
H (-0.673, 2.971, 3.384)
H (0.837, 3.907, 0.840)
H (-0.592, 4.502, -0.045)
H (2.952, 4.643, -1.888)
H (2.633, 3.062, -1.134)

So, what does the Mulliken scheme give us? The charges, in e, come out as: C -0.56; H 0.26; O -0.40; C -0.40; C -0.26; H -0.05; H 0.65; S -0.17; C 0.57; C -0.47; C -0.54; C -0.71; C 0.02; C -0.11; C -0.11; O -0.71; N 0.21; C -0.97; H 0.42; C -0.90; C 1.53; C -0.82; C -0.97; H 0.24; H 0.47; H 0.44; H 0.31; H -0.46; C -1.34; C 0.24; C -0.14; C -0.71; C -0.41; C -0.61; C -0.36; H 0.38; H 0.38; H 0.38; H 0.40; H 0.43; H 0.41; H 0.48; H 0.33; H 0.40; H 0.43; H 0.49; H 0.41; H 0.40; H 0.46; H 0.30; H 0.26; H 0.28; H 0.20

---

Copy entry 2 word for word.
Molecular formula: C22H27NO2S
Method: DFT, ωB97M-V/def2-TZVPD

Results
- energy relative to the best compared isomer or geometry (same formula, charge and spin) (kcal per mole) = 3.4
- SMILES = COCCSc1ccccc1C(=O)N1CCC(Cc2ccccc2)CC1
- HOMO (eV) = -8.616
- M (u) = 369.5

Element x y z (Å)
C (2.470, 4.140, -1.052)
H (2.912, 4.491, -0.110)
O (1.104, 4.488, -1.120)
C (0.311, 3.889, -0.127)
C (-0.066, 2.452, -0.482)
H (0.812, 1.884, -0.783)
H (-0.802, 2.427, -1.284)
S (-0.853, 1.600, 0.921)
C (0.459, 1.666, 2.137)
C (0.260, 2.441, 3.271)
C (1.249, 2.532, 4.233)
C (2.446, 1.856, 4.060)
C (2.641, 1.072, 2.937)
C (1.643, 0.951, 1.977)
C (1.901, 0.119, 0.753)
O (2.457, 0.598, -0.224)
N (1.518, -1.166, 0.819)
C (0.786, -1.760, 1.912)
H (1.218, -2.750, 2.091)
C (-0.705, -1.886, 1.551)
C (-0.873, -1.937, 0.028)
C (0.272, -2.752, -0.572)
C (1.593, -1.999, -0.367)
H (2.431, -2.699, -0.271)
H (1.799, -1.333, -1.208)
H (0.107, -2.911, -1.638)
H (0.309, -3.731, -0.088)
H (-0.805, -0.917, -0.362)
C (-2.248, -2.498, -0.357)
C (-2.524, -2.291, -1.819)
C (-2.806, -1.016, -2.296)
C (-3.028, -0.801, -3.643)
C (-2.971, -1.859, -4.535)
C (-2.693, -3.132, -4.070)
C (-2.469, -3.345, -2.720)
H (-2.254, -4.343, -2.363)
H (-2.649, -3.963, -4.759)
H (-3.144, -1.692, -5.588)
H (-3.247, 0.195, -4.001)
H (-2.856, -0.190, -1.601)
H (-3.007, -1.977, 0.232)
H (-2.292, -3.561, -0.110)
H (-1.260, -1.033, 1.943)
H (-1.109, -2.793, 2.004)
H (0.919, -1.163, 2.815)
H (3.569, 0.536, 2.797)
H (3.227, 1.936, 4.801)
H (1.089, 3.139, 5.111)
H (-0.673, 2.971, 3.384)
H (0.837, 3.907, 0.840)
H (-0.592, 4.502, -0.045)
H (2.952, 4.643, -1.888)
H (2.633, 3.062, -1.134)

So, what does the Mulliken scheme give us? The charges, in e, come out as: C -0.56; H 0.26; O -0.40; C -0.40; C -0.26; H -0.05; H 0.65; S -0.17; C 0.57; C -0.47; C -0.54; C -0.71; C 0.02; C -0.11; C -0.11; O -0.71; N 0.21; C -0.97; H 0.42; C -0.90; C 1.53; C -0.82; C -0.97; H 0.24; H 0.47; H 0.44; H 0.31; H -0.46; C -1.34; C 0.24; C -0.14; C -0.71; C -0.41; C -0.61; C -0.36; H 0.38; H 0.38; H 0.38; H 0.40; H 0.43; H 0.41; H 0.48; H 0.33; H 0.40; H 0.43; H 0.49; H 0.41; H 0.40; H 0.46; H 0.30; H 0.26; H 0.28; H 0.20